{"formula": "C5H11ClNSeYYb", "method": "ωB97M-V/def2-TZVPD", "total_charge": -1, "e_tot_ha": -4310.4439, "spin_multiplicity": 2, "species": ["Y", "Cl", "C", "H", "H", "H", "Yb", "C", "C", "C", "H", "H", "H", "H", "H", "H", "H", "H", "Se", "C", "N"], "positions_angstrom": [[0.20910, -0.01081, 1.43051], [-0.35756, 2.09392, -0.00317], [-2.03662, -0.23368, 1.96985], [-1.91123, -0.71287, 2.95003], [-2.52351, -0.86397, 1.22820], [-2.38192, 0.80231, 2.05936], [0.48305, 0.31839, -1.58451], [2.55477, 0.84072, -2.03888], [-0.85545, 0.08682, -3.27760], [0.36552, -1.42579, -0.24579], [-1.15299, -0.95054, -3.16987], [-1.62270, 0.83155, -3.10610], [-0.13874, 0.29359, -4.06423], [3.11038, -0.00737, -1.65227], [2.47781, 0.88168, -3.12293], [2.73413, 1.79043, -1.54711], [-0.50257, -2.07446, -0.30640], [1.43085, -1.69163, -0.09223], [-0.00055, -0.00060, 6.36800], [0.01030, 0.00289, 4.68061], [0.10792, 0.02943, 3.52455]], "forces_ev_per_a": [[-0.8, 0.9, 0.1], [-0.1, 1.0, 0.2], [0.6, -0.3, -0.1], [-0.7, 0.0, -0.4], [-0.5, 0.2, 0.1], [-0.4, -0.3, 0.0], [-0.7, -0.1, -0.5], [0.6, 0.2, -0.1], [-0.2, 0.0, -0.5], [0.3, 0.1, -0.1], [-0.4, -0.1, -0.4], [-0.4, 0.0, -0.5], [-0.3, 0.0, -0.7], [0.6, 0.1, -0.1], [0.6, 0.2, -0.2], [0.6, 0.2, -0.2], [0.5, -0.9, 0.0], [-0.3, -1.0, -0.2], [-0.2, 0.0, 2.9], [0.4, 0.1, -0.9], [0.9, -0.1, 1.6]], "nbo_charge": [1.834, -0.532, -1.218, 0.209, 0.202, 0.206, 1.739, -1.357, -1.332, -1.732, 0.230, 0.221, 0.208, 0.221, 0.216, 0.221, 0.260, 0.223, -0.187, 0.165, -0.798]}

=====

{"formula": "C3H7BrF7NO2PS2", "method": "ωB97M-V/def2-TZVPD", "total_charge": -1, "e_tot_ha": -4734.7636, "species": ["O", "S", "O", "F", "N", "S", "C", "C", "C", "Br", "H", "H", "H", "H", "H", "H", "H", "F", "P", "F", "F", "F", "F", "F"], "positions_angstrom": [[-1.13736, -1.47669, -3.44855], [-1.23648, -0.26956, -2.71632], [-1.85520, 0.85549, -3.32839], [-1.97035, -0.55344, -1.39546], [0.24137, 0.12902, -2.03112], [1.51723, -0.11203, -3.15174], [0.22942, 1.52521, -1.49969], [1.23514, 1.67534, -0.35755], [0.56510, 1.51243, 1.00689], [-0.48551, 3.09477, 1.44904], [1.92472, -1.31459, -2.72442], [0.41762, 2.23616, -2.30475], [-0.76941, 1.70876, -1.10777], [1.64097, 2.68684, -0.43105], [2.05883, 0.96690, -0.43889], [1.32815, 1.33231, 1.75494], [-0.13835, 0.69058, 0.94984], [-2.08177, -1.90122, 3.31180], [-0.51094, -2.10286, 2.82919], [-0.36036, -2.95895, 4.23829], [-1.06004, -3.53091, 2.20768], [0.06310, -1.99147, 1.26853], [1.05646, -1.74063, 3.23797], [-0.67234, -0.46145, 2.68152]], "forces_ev_per_a": [[0.1, -0.3, 0.3], [0.6, 0.1, -0.7], [-0.2, 0.2, 0.3], [-0.4, 0.0, 0.3], [-0.6, 0.2, -0.5], [0.4, 0.0, -0.1], [0.3, -0.4, 0.4], [-0.5, 0.7, 0.1], [0.4, -0.3, -1.0], [0.1, 0.0, 0.1], [-0.1, 0.0, 0.1], [-0.1, -0.1, -0.1], [0.0, 0.1, -0.1], [0.3, -0.1, 0.1], [0.0, -0.1, -0.1], [-0.4, 0.1, 0.4], [0.1, -0.1, 0.4], [-0.1, -0.1, -0.5], [-0.2, -0.3, 0.1], [-0.2, 0.5, 0.2], [0.5, -0.2, 0.1], [-0.4, 0.3, -0.2], [0.1, -0.3, -0.3], [0.2, 0.2, 0.6]], "nbo_charge": [-0.901, 2.530, -0.922, -0.452, -0.799, 0.185, -0.236, -0.442, -0.403, -0.059, 0.131, 0.197, 0.232, 0.210, 0.231, 0.233, 0.258, -0.595, 2.602, -0.595, -0.593, -0.607, -0.599, -0.607]}